1.
Density functional theory data (the ωB97M-V functional and the def2-TZVPD basis) for one molecule with the formula C3H2ClNOS.

Last column: natural (NBO) charge in e.
Positions of all 9 atoms, in Å:
C (0.65404, 0.87753, 0.43204)  -0.17
H (2.86909, 1.01125, 0.85693)  0.25
C (-0.68602, 1.27894, 0.08745)  0.45
S (-1.75343, -0.19769, -0.70308)  0.36
H (-0.77055, -2.08197, -1.57288)  0.40
N (-0.52947, -1.36331, -0.86368)  -0.73
O (-1.21981, 2.26849, 0.45156)  -0.46
Cl (-0.37216, -2.58409, 0.57207)  -0.01
C (1.80830, 0.79086, 0.73959)  -0.09

Calculated values
- 2S+1 = 1
- orbital gap (Ha) = 0.3360
- highest occupied orbital energy (hartree) = -0.357
- energy relative to the best compared isomer or geometry (same formula, charge and spin) (kJ/mol) = 354.0
- structure (SMILES) = C#CC(=O)SNCl

2.
Density functional theory data (the ωB97M-V functional and the def2-TZVPD basis) for an isolated ion of composition C3H2ClO3 and charge -1.

Last column: natural (NBO) charge in e.
Positions of all 9 atoms, in Å:
Cl (-0.84311, 0.94965, 0.19038)  0.01
H (-2.01855, -1.42004, -0.55890)  0.46
O (1.78305, -0.84978, 1.78096)  -0.65
H (-0.24803, -0.10752, -2.16585)  0.10
C (0.48362, 1.38129, 1.42525)  -0.22
C (1.38295, 0.24740, 1.41524)  0.68
C (-1.09013, -0.06001, -1.58210)  -0.13
O (1.78395, 1.20463, 0.65585)  -0.53
O (-1.23375, -1.34564, -1.16083)  -0.71

Calculated values
- charge = -1
- 2S+1 = 1
- orbital gap (Ha) = 0.2584
- highest occupied orbital energy (hartree) = -0.116
- energy relative to the best compared isomer or geometry (same formula, charge and spin) (kJ/mol) = 529.3

3.
Density functional theory data (the ωB97M-V functional and the def2-TZVPD basis) for C3H2CoFO3 as an isolated structure.

Last column: natural (NBO) charge in e.
Positions of all 10 atoms, in Å:
O (3.33309, -0.58047, -0.92483)  -0.35
O (-1.36961, 1.42714, 0.17082)  -0.77
O (1.98537, 0.82448, 0.31826)  -0.69
H (-2.66160, 0.14483, -0.84363)  0.22
F (-0.19388, -0.64885, 1.15502)  -0.41
H (-1.17440, -1.91214, -0.20855)  0.23
C (-1.71713, 0.25537, -0.29577)  0.13
Co (0.26432, 1.28092, 1.02785)  1.53
C (-1.00742, -0.86338, 0.00545)  0.00
C (2.54127, 0.07210, -0.40461)  1.10

Calculated values
- charge = +1
- 2S+1 = 4
- orbital gap (spin up / spin down) (Ha) = 0.3027 / 0.2611
- highest occupied orbital energy (spin up / spin down) (hartree) = -0.497 / -0.493
- expectation value of S² = 3.76

4.
Density functional theory data (the ωB97M-V functional and the def2-TZVPD basis) for C3H2CuO as an isolated structure.

Last column: natural (NBO) charge in e.
Positions of all 7 atoms, in Å:
O (-1.59171, 1.47813, -0.75176)  -0.55
H (2.01352, -0.16491, -0.40578)  0.27
Cu (-0.48976, -0.69535, -0.94427)  0.12
H (-0.28892, -1.02735, 1.37675)  0.23
C (1.53916, -1.02334, 0.10354)  -0.36
C (0.79750, -1.08737, 1.16887)  -0.26
C (-1.97980, 2.52018, -0.54736)  0.55

Calculated values
- 2S+1 = 2
- orbital gap (spin up / spin down) (Ha) = 0.2139 / 0.3481
- highest occupied orbital energy (spin up / spin down) (hartree) = -0.215 / -0.354
- expectation value of S² = 0.76
- energy relative to the best compared isomer or geometry (same formula, charge and spin) (kJ/mol) = 35.0

> What is the formula in the third record?

C3H2CoFO3

> Which formula does entry 2 have?

C3H2ClO3